Here is the ion C9H15IN5O with charge +1 at a distorted geometry from the OMol25 dataset. Energies are from ωB97M-V/def2-TZVPD.

CARTESIAN COORDINATES (ANGSTROEM)
C  -0.587  3.104  -5.229
C  -0.632  3.230  -4.009
C  -0.386  2.911  -2.529
N  -0.700  1.747  -1.817
C  -0.342  1.790  -0.447
N  -0.455  0.916  0.533
C  -0.010  1.028  1.945
N  -0.030  -0.227  2.715
C  -1.133  -0.381  0.156
C  -0.049  -1.506  -0.204
O  -0.574  -2.833  -0.197
C  -0.114  -3.508  1.017
C  1.342  -4.127  0.825
N  0.213  3.093  -0.330
I  0.988  4.251  1.157
N  0.196  3.722  -1.536
H  -0.480  3.044  -6.346
H  -0.615  1.805  2.524
H  1.081  1.373  1.925
H  -0.777  -0.142  3.422
H  0.850  -0.406  3.204
H  -1.773  -0.262  -0.780
H  -1.870  -0.717  0.959
H  0.379  -1.243  -1.232
H  0.815  -1.349  0.530
H  -0.128  -2.766  1.875
H  -0.881  -4.329  1.214
H  1.350  -5.191  1.211
H  2.134  -3.542  1.386
H  1.625  -4.155  -0.280
H  0.563  4.672  -1.665

Results
SMILES: C#Cc1nc(N(CN)CCOCC)n(I)[nH+]1
HOMO level: -12.1 eV
Charge: +1

Löwdin population analysis, charges in e, atoms 1 to 4: atom 1 (C): 0.158, atom 2 (C): -0.007, atom 3 (C): -0.171, atom 4 (N): 0.164

---

Here is a cluster of 8 separate species, C53H103N4O9SSi in total at a distorted geometry from the OMol25 dataset. Energies are from ωB97M-V/def2-TZVPD.

CARTESIAN COORDINATES (ANGSTROEM)
C  -1.596  3.413  4.406
C  -1.004  2.953  3.286
C  -1.307  3.526  1.874
C  -1.056  5.005  2.038
C  0.018  5.519  2.733
C  0.185  6.858  2.816
N  -0.601  7.808  2.326
C  -1.612  7.273  1.671
C  -1.874  5.952  1.479
C  -2.818  3.110  1.658
C  -2.593  1.792  0.898
C  -3.782  0.935  0.460
C  -3.782  -0.242  1.408
C  -2.864  -1.201  1.212
C  -2.793  -2.238  2.074
C  -3.651  -2.280  3.123
C  -4.576  -1.333  3.290
C  -4.655  -0.286  2.439
N  -1.550  2.225  -0.083
C  -1.171  1.381  -1.258
C  -2.057  1.794  -2.469
O  -2.472  0.660  -3.186
Si  -1.793  0.646  -4.753
C  -2.895  1.750  -5.817
C  -1.860  -1.054  -5.533
C  0.021  1.182  -4.801
C  -0.474  2.727  0.817
C  0.653  3.360  0.063
C  2.022  2.645  0.200
C  2.046  1.082  0.173
C  2.693  0.419  -1.060
C  3.007  -1.078  -0.684
C  2.485  -2.099  -1.702
C  0.975  -2.381  -1.599
S  0.745  -4.210  -1.443
C  -0.874  -4.479  -0.869
N  -1.957  -4.129  -1.372
N  -2.988  -4.569  -0.571
C  -2.422  -5.166  0.383
O  -1.106  -5.154  0.306
H  -2.679  3.357  4.496
H  -1.032  3.815  5.239
H  -0.307  2.120  3.413
H  0.726  4.859  3.209
H  1.064  7.211  3.345
H  -2.311  7.982  1.237
H  -2.728  5.660  0.892
H  -3.341  3.814  1.012
H  -3.379  2.866  2.550
H  -2.083  1.166  1.631
H  -4.697  1.508  0.609
H  -3.770  0.638  -0.587
H  -2.150  -1.183  0.399
H  -2.038  -2.992  1.932
H  -3.566  -3.103  3.815
H  -5.260  -1.353  4.125
H  -5.371  0.511  2.561
H  -1.946  3.056  -0.548
H  -1.334  0.321  -1.092
H  -0.133  1.478  -1.559
H  -2.933  2.294  -2.048
H  -1.488  2.487  -3.093
H  -2.999  2.715  -5.319
H  -2.458  1.835  -6.807
H  -3.873  1.274  -5.840
H  -1.409  -0.943  -6.525
H  -2.879  -1.412  -5.625
H  -1.240  -1.763  -5.005
H  0.075  2.140  -5.323
H  0.573  0.470  -5.410
H  0.487  1.329  -3.828
H  -0.100  1.903  1.414
H  0.390  3.358  -0.999
H  0.815  4.407  0.305
H  2.511  2.975  1.114
H  2.610  3.004  -0.642
H  2.649  0.776  1.030
H  1.080  0.597  0.306
H  3.598  0.925  -1.379
H  1.917  0.389  -1.832
H  2.479  -1.293  0.250
H  4.066  -1.214  -0.463
H  2.979  -3.048  -1.472
H  2.784  -1.846  -2.717
H  0.487  -2.066  -2.516
H  0.483  -1.905  -0.752
H  -2.967  -5.605  1.193
C  -2.069  -7.766  -2.208
C  -1.530  -8.392  -3.486
C  -0.897  -9.749  -3.214
O  -0.566  -7.522  -4.078
H  -1.259  -7.604  -1.488
H  -2.511  -6.791  -2.420
H  -2.826  -8.400  -1.743
H  -2.339  -8.504  -4.208
H  -0.053  -9.649  -2.525
H  -0.509  -10.181  -4.136
H  -1.618  -10.443  -2.780
H  0.157  -7.413  -3.451
C  3.698  -0.711  5.532
C  3.054  -0.766  4.158
C  2.327  -2.086  3.943
O  4.050  -0.598  3.147
H  4.435  -1.503  5.646
H  4.222  0.237  5.669
H  2.955  -0.817  6.321
H  2.350  0.063  4.047
H  3.024  -2.924  4.005
H  1.874  -2.116  2.948
H  1.543  -2.233  4.688
H  4.678  -1.324  3.232
C  -5.236  6.552  -1.041
C  -3.851  5.956  -1.222
C  -3.306  6.234  -2.610
O  -3.906  4.533  -0.997
H  -5.940  6.116  -1.755
H  -5.619  6.338  -0.042
H  -5.219  7.632  -1.185
H  -3.174  6.368  -0.474
H  -3.948  5.789  -3.376
H  -2.313  5.793  -2.730
H  -3.235  7.306  -2.796
H  -4.504  4.157  -1.654
C  -4.758  11.441  -2.659
C  -3.328  10.927  -2.731
C  -2.407  11.950  -3.377
O  -3.290  9.706  -3.476
H  -5.147  11.637  -3.661
H  -5.410  10.696  -2.201
H  -4.819  12.361  -2.077
H  -2.970  10.694  -1.727
H  -2.724  12.162  -4.401
H  -1.387  11.567  -3.429
H  -2.399  12.885  -2.816
H  -3.603  9.894  -4.367
C  6.706  -4.603  0.182
C  5.895  -3.806  -0.828
C  6.558  -3.806  -2.194
O  5.743  -2.458  -0.363
H  7.700  -4.165  0.310
H  6.221  -4.589  1.160
H  6.823  -5.640  -0.133
H  4.893  -4.228  -0.911
H  7.548  -3.345  -2.141
H  5.970  -3.225  -2.905
H  6.666  -4.820  -2.581
H  6.624  -2.076  -0.287
C  2.996  -2.934  9.376
C  2.383  -3.254  8.022
C  1.722  -4.624  8.023
O  3.394  -3.207  7.012
H  3.770  -3.663  9.630
H  3.472  -1.953  9.359
H  2.242  -2.941  10.164
H  1.646  -2.491  7.763
H  2.457  -5.405  8.235
H  1.294  -4.843  7.044
H  0.930  -4.681  8.771
H  4.054  -3.876  7.226
C  3.788  -7.917  -3.461
C  4.603  -6.883  -2.701
C  4.681  -7.224  -1.220
O  4.017  -5.590  -2.868
H  2.761  -7.951  -3.084
H  3.732  -7.658  -4.518
H  4.225  -8.912  -3.369
H  5.609  -6.829  -3.120
H  3.682  -7.238  -0.775
H  5.260  -6.473  -0.683
H  5.144  -8.199  -1.062
H  3.128  -5.623  -2.500

Results
HOMO level: -10.8 eV
Charge: +1

Löwdin population analysis, charges in e, atoms 1 to 4: atom 1 (C): 0.047, atom 2 (C): -0.118, atom 3 (C): -0.263, atom 4 (C): -0.169